(1)
C39H34F3GaN5O5Te | ωB97M-V with the def2-TZVPD basis set

As for the HOMO energy: -0.3744 hartree. The net charge is +1.

Element x y z (Å)
Ga -1.492 0.571 -1.301
C 2.976 0.487 4.222
C 1.859 0.393 3.230
C 0.566 0.103 3.644
C -0.496 0.037 2.751
C -1.836 -0.408 3.222
O -2.497 -1.201 2.574
C -2.284 0.111 4.527
C -1.876 1.361 4.990
C -2.338 1.836 6.202
C -3.208 1.068 6.961
C -3.616 -0.179 6.511
C -3.165 -0.652 5.295
C -0.283 0.235 1.372
O -1.315 0.220 0.551
C 1.051 0.490 0.945
C 2.080 0.588 1.874
C 1.119 0.843 -0.463
N 0.528 0.075 -1.369
C 0.705 -1.365 -1.186
C 1.894 -1.728 -2.062
Te 2.680 -3.715 -1.634
C 4.540 -2.864 -0.969
C 4.805 -2.733 0.386
C 6.005 -2.183 0.806
C 6.943 -1.765 -0.122
C 6.671 -1.880 -1.475
C 5.473 -2.431 -1.898
C 1.700 2.115 -0.842
C 2.145 2.313 -2.156
C 2.819 3.470 -2.493
C 3.070 4.443 -1.533
C 2.629 4.257 -0.231
C 1.942 3.110 0.113
H 2.637 0.200 5.214
H 3.350 1.510 4.268
H 3.806 -0.158 3.937
H 0.380 -0.112 4.686
H -1.221 1.969 4.384
H -2.022 2.808 6.554
H -3.575 1.448 7.902
H -4.290 -0.778 7.108
H -3.475 -1.617 4.923
H 3.078 0.798 1.518
H -0.184 -1.914 -1.520
H 0.913 -1.638 -0.147
H 2.708 -1.036 -1.864
H 1.622 -1.652 -3.110
H 4.081 -3.067 1.116
H 6.206 -2.084 1.864
H 7.888 -1.359 0.206
H 7.395 -1.545 -2.204
H 5.273 -2.527 -2.957
H 1.981 1.533 -2.885
H 3.167 3.622 -3.504
H 3.606 5.343 -1.798
H 2.822 5.012 0.517
H 1.564 2.980 1.116
F -4.427 -5.712 -0.887
C -5.164 -4.714 -1.393
F -5.518 -5.070 -2.631
F -6.279 -4.635 -0.662
C -4.378 -3.421 -1.383
C -3.649 -3.073 -0.259
C -2.855 -1.941 -0.309
N -2.774 -1.162 -1.386
C -3.542 -1.452 -2.434
C -4.350 -2.573 -2.484
H -3.676 -3.668 0.640
H -2.299 -1.647 0.571
H -3.509 -0.769 -3.271
H -4.932 -2.793 -3.364
C -2.482 3.193 -3.780
C -1.859 1.904 -4.155
N -1.530 0.886 -3.368
C -0.992 -0.086 -4.170
C -0.999 0.345 -5.457
N -1.544 1.597 -5.425
H -1.766 3.815 -3.243
H -3.352 3.036 -3.143
H -2.798 3.730 -4.671
H -0.658 -1.014 -3.751
H -0.663 -0.121 -6.360
H -1.672 2.200 -6.223
O -3.180 1.655 -1.039
N -2.472 2.618 -0.666
O -2.926 3.552 -0.105
O -1.253 2.561 -0.953

Results of the Löwdin charge analysis, in e, for atoms 1 through 6:
1. Ga 0.389
2. C -0.037
3. C -0.247
4. C 0.034
5. C -0.054
6. C -0.281

***

(2)
C39H34HgN17OS2 | ωB97M-V with the def2-TZVPD basis set

Its spin multiplicity is 2. As for the HOMO energy (alpha / beta): -0.0256 / -0.1124 hartree. For the energy above the lowest of the compared OMol25 structures with the same formula, charge and spin, the calculation gives 5.8 kcal per mole. Its expectation value of S² is 0.77. The net charge is -2.

Element x y z (Å)
Hg -1.031 -1.064 -0.047
C -4.537 1.694 -1.696
C -3.636 0.666 -1.498
N -3.095 0.443 -0.303
C -3.435 1.240 0.708
C -4.351 2.276 0.478
N -4.899 2.508 -0.704
C -2.799 1.003 2.033
C -3.027 1.864 3.079
C -2.370 1.695 4.328
C -1.466 0.596 4.362
C -1.304 -0.219 3.270
N -1.973 -0.062 2.105
C -0.361 -1.368 3.331
C 0.683 -1.450 4.264
N 1.501 -2.487 4.331
C 1.286 -3.470 3.453
C 0.278 -3.392 2.511
N -0.531 -2.341 2.446
C -2.588 2.559 5.444
C -3.440 3.695 5.398
C -3.610 4.491 6.507
N -3.025 4.301 7.700
C -2.219 3.229 7.752
C -1.973 2.365 6.710
H -4.969 1.870 -2.674
H -3.317 0.021 -2.305
H -4.649 2.942 1.276
H -3.705 2.692 2.947
H -0.916 0.378 5.264
H 0.875 -0.637 4.953
H 1.943 -4.331 3.501
H 0.081 -4.182 1.793
H -3.966 3.963 4.493
H -4.267 5.355 6.437
H -1.733 3.050 8.708
H -1.305 1.532 6.885
N -2.597 -3.033 -2.858
C -1.894 -1.912 -3.288
N -1.834 -1.557 -4.562
N -1.094 -0.426 -4.542
N -0.750 -0.136 -3.332
N -1.253 -1.067 -2.494
C -2.367 -3.661 -1.649
N -2.636 -4.947 -1.467
N -2.317 -5.178 -0.180
N -1.886 -4.103 0.381
N -1.910 -3.096 -0.529
H -2.796 -3.682 -3.603
N -0.076 2.248 1.079
C 0.892 1.788 0.093
N 2.216 2.408 0.371
S 1.148 -0.010 0.343
H 0.005 3.257 1.176
H 0.188 1.844 1.972
H 2.295 3.260 -0.178
H 2.957 1.797 0.049
C 2.827 1.884 -4.803
C 3.194 1.193 -3.636
C 2.414 1.256 -2.513
C 1.218 2.019 -2.484
C 0.408 2.192 -1.308
C -0.786 2.850 -1.435
C -1.212 3.404 -2.660
C -0.406 3.355 -3.749
C 0.838 2.681 -3.678
C 1.666 2.596 -4.823
H 3.442 1.817 -5.692
H 4.083 0.574 -3.630
H 2.668 0.644 -1.658
H -1.422 2.950 -0.567
H -2.185 3.880 -2.712
H -0.708 3.792 -4.694
H 1.338 3.091 -5.731
C 6.604 -1.094 -2.167
C 5.261 -1.771 -2.105
C 4.554 -1.838 -0.906
C 3.289 -2.400 -0.856
C 2.725 -2.914 -2.014
C 3.406 -2.854 -3.218
C 4.674 -2.291 -3.254
S 1.029 -3.502 -2.030
C 1.269 -4.971 -1.017
O 0.778 -3.999 -3.410
H 7.089 -1.087 -1.191
H 6.500 -0.054 -2.489
H 7.268 -1.592 -2.876
H 4.986 -1.421 -0.003
H 2.736 -2.400 0.076
H 2.916 -3.231 -4.107
H 5.207 -2.233 -4.197
H 1.944 -5.647 -1.541
H 0.280 -5.414 -0.892
H 1.672 -4.682 -0.047

Results of the Löwdin charge analysis, in e, for atoms 1 through 6:
1. Hg 0.897
2. C -0.136
3. C -0.104
4. N 0.091
5. C -0.196
6. C -0.087

***

(3)
C39H34N5RuSi | ωB97M-V with the def2-TZVPD basis set

Its spin multiplicity is 2. As for the HOMO energy (alpha / beta): -0.4902 / -0.4836 hartree. For the energy above the lowest of the compared OMol25 structures with the same formula, charge and spin, the calculation gives 29.0 kcal per mole. Its expectation value of S² is 0.77. The net charge is +2.

Element x y z (Å)
Ru -0.090 -0.875 -0.069
C 1.637 -0.407 -2.995
C 0.970 0.896 -2.695
C 1.228 2.034 -3.453
C 0.517 3.195 -3.189
C -0.428 3.194 -2.180
C -0.618 2.030 -1.434
N 0.086 0.912 -1.703
C -1.567 1.913 -0.333
C -2.606 2.811 -0.116
C -3.482 2.592 0.935
C -3.293 1.491 1.756
C -2.230 0.631 1.509
N -1.394 0.840 0.470
C -1.862 -0.454 2.423
C -2.701 -0.914 3.436
C -2.200 -1.803 4.372
C -0.871 -2.177 4.295
C -0.091 -1.717 3.234
C 1.352 -2.088 3.162
N -0.597 -0.912 2.304
H 1.534 -0.642 -4.052
H 1.172 -1.204 -2.399
H 2.700 -0.365 -2.771
H 1.979 2.001 -4.228
H 0.699 4.087 -3.768
H -0.993 4.086 -1.969
H -2.736 3.662 -0.763
H -4.291 3.277 1.124
H -3.941 1.329 2.600
H -3.728 -0.596 3.483
H -2.826 -2.173 5.168
H -0.428 -2.821 5.036
H 1.811 -1.966 4.139
H 1.877 -1.456 2.450
H 1.460 -3.131 2.871
C 3.742 1.283 0.769
C 4.686 0.265 0.592
C 4.256 -0.993 0.241
C 2.884 -1.230 0.052
N 1.987 -0.222 0.224
C 2.408 0.988 0.577
C 2.337 -2.536 -0.224
C 3.092 -3.628 -0.684
C 2.520 -4.875 -0.771
C 1.198 -5.041 -0.324
C 0.498 -3.936 0.091
N 1.007 -2.695 0.079
H 4.043 2.276 1.054
H 5.738 0.460 0.739
H 4.955 -1.806 0.131
H 1.644 1.745 0.701
H 4.122 -3.481 -0.965
H 3.086 -5.718 -1.132
H 0.735 -6.013 -0.297
H -0.505 -4.036 0.488
C -5.691 0.783 -2.245
C -4.530 0.773 -3.000
C -3.435 0.032 -2.589
C -3.495 -0.720 -1.417
C -4.665 -0.691 -0.657
C -5.759 0.043 -1.076
Si -2.138 -1.946 -0.867
C -1.803 -3.458 -1.991
C -2.509 -4.616 -1.665
C -2.355 -5.768 -2.414
C -1.470 -5.790 -3.481
C -0.776 -4.640 -3.822
C -0.941 -3.481 -3.084
H -6.544 1.363 -2.563
H -4.485 1.333 -3.920
H -2.539 0.019 -3.193
H -4.736 -1.272 0.249
H -6.670 0.026 -0.499
H -2.702 -2.541 0.406
H -3.196 -4.616 -0.830
H -2.933 -6.647 -2.168
H -1.338 -6.700 -4.050
H -0.112 -4.647 -4.673
H -0.405 -2.588 -3.371

Results of the Löwdin charge analysis, in e, for atoms 1 through 6:
1. Ru 1.136
2. C -0.021
3. C -0.306
4. C 0.017
5. C -0.006
6. C 0.024

***

(4)
C39H34N5RuSi | ωB97M-V with the def2-TZVPD basis set

Its spin multiplicity is 6. As for the HOMO energy (alpha / beta): -0.4545 / -0.4991 hartree. For the energy above the lowest of the compared OMol25 structures with the same formula, charge and spin, the calculation gives 34.1 kcal per mole. Its expectation value of S² is 8.83. The net charge is +2.

Element x y z (Å)
Ru 0.724 0.211 -0.734
C 1.244 1.699 2.494
C 1.126 2.502 1.180
C 0.810 3.926 1.496
C -0.322 4.525 1.055
C -1.235 3.816 0.249
C -0.949 2.484 -0.090
N 0.144 1.864 0.324
C -1.813 1.635 -0.929
C -3.088 1.947 -1.377
C -3.807 0.978 -2.058
C -3.298 -0.310 -2.155
C -2.033 -0.570 -1.653
N -1.281 0.426 -1.171
C -1.496 -1.911 -1.343
C -1.994 -3.095 -1.854
C -1.599 -4.287 -1.260
C -0.766 -4.249 -0.158
C -0.258 -3.023 0.276
C 0.619 -2.922 1.487
N -0.579 -1.890 -0.349
H 2.107 2.037 3.065
H 1.354 0.637 2.270
H 0.345 1.836 3.094
H 1.498 4.446 2.150
H -0.535 5.551 1.322
H -2.127 4.297 -0.121
H -3.522 2.916 -1.179
H -4.791 1.199 -2.448
H -3.891 -1.112 -2.573
H -2.686 -3.088 -2.685
H -1.969 -5.230 -1.640
H -0.503 -5.154 0.372
H 1.259 -3.796 1.598
H -0.011 -2.857 2.377
H 1.228 -2.022 1.437
C 3.509 -3.621 -1.405
C 4.739 -3.163 -0.958
C 4.831 -1.875 -0.459
C 3.681 -1.097 -0.378
N 2.493 -1.551 -0.797
C 2.422 -2.769 -1.328
C 3.674 0.286 0.140
C 4.780 0.814 0.831
C 4.757 2.144 1.288
C 3.661 2.905 1.066
C 2.477 2.361 0.354
N 2.574 0.974 -0.081
H 3.394 -4.615 -1.815
H 5.617 -3.792 -1.013
H 5.792 -1.479 -0.165
H 1.460 -3.069 -1.724
H 5.641 0.195 1.029
H 5.620 2.547 1.800
H 3.626 3.942 1.374
H 2.306 2.973 -0.547
C -2.342 1.613 -5.854
C -1.602 2.504 -5.088
C -0.604 2.038 -4.246
C -0.324 0.672 -4.160
C -1.085 -0.213 -4.931
C -2.085 0.252 -5.771
Si 1.099 -0.045 -3.158
C 2.761 0.840 -3.245
C 3.919 0.079 -3.418
C 5.159 0.694 -3.520
C 5.258 2.077 -3.452
C 4.115 2.846 -3.276
C 2.877 2.232 -3.174
H -3.111 1.980 -6.521
H -1.792 3.567 -5.160
H -0.041 2.753 -3.656
H -0.881 -1.279 -4.886
H -2.647 -0.448 -6.376
H 1.288 -1.430 -3.669
H 3.852 -1.002 -3.484
H 6.047 0.092 -3.669
H 6.222 2.558 -3.556
H 4.188 3.926 -3.232
H 1.991 2.845 -3.045

Results of the Löwdin charge analysis, in e, for atoms 1 through 6:
1. Ru 1.224
2. C 0.023
3. C -0.442
4. C 0.024
5. C -0.022
6. C 0.050

***

(5)
C39H35ClCrN2Si2 | ωB97M-V with the def2-TZVPD basis set

Its spin multiplicity is 5. As for the HOMO energy (alpha / beta): -0.2003 / -0.2108 hartree. For the energy above the lowest of the compared OMol25 structures with the same formula, charge and spin, the calculation gives 67.0 kcal per mole. Its expectation value of S² is 6.03. The net charge is 0.

Element x y z (Å)
C -1.902 -0.704 4.089
C -2.239 -0.168 2.814
C -1.941 -1.159 1.818
H -2.817 0.738 2.626
C -1.301 -2.268 2.502
C -1.328 -1.981 3.905
H -1.068 -2.682 4.694
H -2.157 -0.256 5.044
H -2.223 -1.143 0.771
H -1.026 -3.210 2.030
Cr 0.080 -0.519 2.293
Si 1.094 0.808 -0.539
C -0.041 2.404 -0.639
C 0.429 3.682 -0.969
H 1.500 3.882 -1.042
C -0.489 4.705 -1.235
H -0.147 5.688 -1.553
C -1.864 4.484 -1.100
H -2.587 5.267 -1.340
C -2.319 3.246 -0.642
H -3.382 3.063 -0.476
C -1.406 2.219 -0.394
H -1.803 1.271 -0.017
C 0.068 -0.974 -0.887
C -1.350 -1.033 -1.459
H -1.977 -0.140 -1.393
C -1.977 -2.314 -1.682
H -2.952 -2.342 -2.186
C -1.397 -3.466 -1.203
H -1.922 -4.424 -1.287
C -0.153 -3.431 -0.568
H 0.257 -4.378 -0.202
C 0.557 -2.253 -0.406
H 1.526 -2.278 0.084
H 0.173 0.649 0.776
Si 0.027 -0.743 -2.692
C 0.558 -2.029 -3.888
C 0.010 -2.007 -5.189
H -0.449 -1.086 -5.558
C 0.039 -3.168 -5.968
H -0.437 -3.175 -6.948
C 0.665 -4.325 -5.482
H 0.599 -5.266 -6.037
C 1.401 -4.270 -4.287
H 1.972 -5.137 -3.940
C 1.399 -3.098 -3.522
H 2.016 -3.017 -2.622
C -0.382 0.847 -3.568
C -1.670 1.314 -3.860
H -2.551 0.760 -3.526
C -1.823 2.501 -4.587
H -2.830 2.860 -4.810
C -0.708 3.218 -5.028
H -0.835 4.136 -5.606
C 0.572 2.746 -4.727
H 1.448 3.291 -5.066
C 0.738 1.578 -3.993
H 1.736 1.226 -3.724
H 2.301 1.606 -0.796
Cl 2.449 -0.137 1.051
C -0.135 3.483 4.012
C 0.724 3.415 5.110
C 1.406 2.225 5.363
C 1.217 1.138 4.499
N 0.380 1.228 3.414
C -0.287 2.380 3.181
C 1.875 -0.158 4.658
C 2.861 -0.433 5.618
C 3.468 -1.689 5.614
C 3.041 -2.655 4.693
C 2.018 -2.339 3.803
N 1.478 -1.105 3.756
H -0.697 4.381 3.770
H 0.872 4.277 5.754
H 2.083 2.106 6.205
H -0.939 2.402 2.301
H 3.122 0.353 6.326
H 4.253 -1.911 6.327
H 3.483 -3.648 4.657
H 1.616 -3.056 3.086

Results of the Löwdin charge analysis, in e, for atoms 1 through 6:
1. C -0.145
2. C -0.172
3. C -0.204
4. H 0.105
5. C -0.201
6. C -0.154

***

no.,strongest force on any atom (Eh/bohr)
1,0.048
2,0.008
3,0.072
4,0.039
5,0.097